Below is C23H41IInP2 as an isolated structure, with properties calculated with ωB97M-V with the def2-TZVPD basis set.

Properties
**F_max**: 4.65 eV/Å
**HOMO level (alpha / beta)**: -8.790 / -8.886 eV
**Energy relative to the best compared isomer or geometry (same formula, charge and spin)**: 113.8 kcal per mole
**Total charge**: +1
**Frontier orbital gap (alpha / beta)**: 3.6 / 3.8 eV

Atoms and positions in Å:
In: 1.20 -2.73 -2.03
C: -1.23 3.47 1.29
C: -1.42 3.43 -0.12
C: -3.49 3.50 0.88
C: -2.51 3.51 1.90
C: -2.82 3.43 -0.37
C: 0.08 3.52 1.97
H: 0.79 2.82 1.51
H: -0.03 3.27 3.03
H: 0.53 4.52 1.91
C: -2.79 3.54 3.35
H: -1.90 3.88 3.91
H: -3.06 2.54 3.73
H: -3.62 4.21 3.57
C: -4.95 3.54 1.08
H: -5.20 4.10 1.99
H: -5.36 2.52 1.20
H: -5.45 4.01 0.23
C: -3.49 3.42 -1.69
H: -3.90 4.41 -1.94
H: -4.32 2.71 -1.71
H: -2.78 3.15 -2.48
C: -0.36 3.44 -1.15
H: -0.14 4.46 -1.50
H: -0.65 2.85 -2.03
H: 0.57 3.02 -0.75
C: 2.02 -2.81 -0.08
C: 3.00 -1.72 0.07
C: 3.44 -0.89 -1.11
C: 4.10 -1.79 -2.21
C: 3.10 -2.63 -3.00
C: 2.77 -3.98 -2.65
C: 3.38 -4.64 -1.40
C: 2.76 -4.20 -0.04
H: 4.16 -0.12 -0.78
H: 4.87 -2.43 -1.73
H: 2.60 -0.31 -1.52
H: 3.56 -4.20 0.72
H: 1.22 -2.77 0.68
H: 3.91 -2.09 0.58
H: 2.03 -4.96 0.31
H: 3.22 -5.74 -1.48
H: 2.51 -4.68 -3.45
H: 4.48 -4.50 -1.39
H: 4.64 -1.13 -2.91
H: 3.08 -2.36 -4.07
P: 3.21 -0.37 1.90
C: 3.02 -1.62 3.22
C: 5.00 -0.08 2.13
P: -3.41 -1.27 -0.75
C: -1.69 -1.52 -0.72
C: -3.86 -0.32 -2.22
C: -4.24 -2.86 -0.89
H: 1.96 -1.88 3.33
H: 3.37 -1.13 4.13
H: 3.62 -2.51 3.02
H: 5.57 -0.21 1.20
H: 5.39 -0.75 2.92
H: 5.08 0.96 2.48
H: -3.51 -3.55 -1.34
H: -5.12 -2.77 -1.55
H: -4.55 -3.24 0.09
H: -1.03 -0.67 -0.91
H: -1.30 -2.26 -0.02
H: -4.95 -0.28 -2.34
H: -3.41 -0.85 -3.07
H: -3.45 0.70 -2.17
I: -4.26 -0.08 1.22

Mulliken population analysis, charges in e, atoms 1 to 5: number 1, In, carries 0.625; number 2, C, carries 0.491; number 3, C, carries 0.380; number 4, C, carries 0.195; number 5, C, carries 0.516